[1]
# C18H40N5P3SeTc

C18H40N5P3SeTc as an isolated structure in a non-equilibrium geometry (the ωB97M-V functional and the def2-TZVPD basis, the Open Molecules 2025 dataset).

Computed properties:
LUMO level (spin up / spin down), eV: -14.166 / -14.945
Net charge: +4
E_HOMO (spin up / spin down), eV: -20.53 / -20.45
Multiplicity: 4
Gap between HOMO and LUMO (spin up / spin down), eV: 6.369 / 5.509

Last column: Mulliken charge in e.
Cartesian coordinates (Å):
Tc1 -0.03713 -0.57121 0.75212  -0.513
Se1 0.01202 3.44362 -3.03964  0.294
P1 -2.13507 0.34485 0.22804  1.061
P2 2.04320 -0.31587 -0.09309  1.050
P3 0.22157 1.42428 2.13928  0.919
N1 -1.35742 -2.94862 3.85179  0.818
N2 -2.26087 -3.88564 4.29884  -0.520
N3 -0.07517 -3.03394 4.25750  -0.733
N4 -0.32733 -1.74408 2.44171  0.646
N5 -1.55892 -2.29816 2.70590  -0.316
C1 -0.56360 -2.80383 -1.64472  -1.076
C2 -2.64527 2.08784 -0.18043  -1.025
C3 0.26172 0.48027 -3.64170  0.879
C4 -2.97102 -0.53256 -1.17529  -1.363
C5 0.52555 -0.57274 -4.56379  -0.672
C6 -0.41572 -2.39417 -0.32041  -0.193
C7 0.54690 -2.24757 3.38451  -0.379
C8 1.08373 2.12560 -5.26222  -0.559
C9 0.48984 1.83895 -4.01889  -0.180
C10 1.32576 1.06255 -6.15375  -0.769
C11 -1.09160 1.76679 3.41265  -1.185
C12 2.84046 1.22351 -0.60782  -1.210
C13 3.27051 -0.93845 1.14016  -1.289
C14 2.45241 -1.37610 -1.50424  -0.940
C15 1.04646 -0.24413 -5.81401  -0.551
C16 -3.38699 -0.07855 1.54968  -1.213
C17 1.66706 1.43083 3.31171  -1.259
C18 0.41578 3.15782 1.45113  -1.023
H1 -1.96936 -4.16592 5.20682  0.324
H2 2.97068 -1.94253 1.47347  0.369
H3 2.60460 1.55919 2.75635  0.341
H4 0.28651 -1.61985 -4.36169  0.371
H5 -2.20569 2.42352 -1.12527  0.258
H6 1.19769 3.15657 0.67693  0.210
H7 -1.27473 -2.34317 -2.36387  0.219
H8 -0.69952 2.46993 4.16500  0.553
H9 -2.37971 2.80194 0.60019  0.331
H10 -1.98729 2.20797 2.96067  0.369
H11 1.32464 3.16777 -5.44823  0.469
H12 -2.53957 -0.12872 -2.10006  0.362
H13 -3.74030 2.12037 -0.28716  0.503
H14 4.24459 -0.98366 0.63195  0.518
H15 0.70552 3.84962 2.26343  0.473
H16 0.20564 -3.14222 0.25649  0.575
H17 1.68657 0.45930 3.83683  0.387
H18 -4.39375 0.02203 1.12092  0.531
H19 -2.79226 -1.61037 -1.18858  0.556
H20 2.09730 -2.39477 -1.28461  0.394
H21 0.51656 2.90322 -1.81609  0.164
H22 -3.19218 -1.13935 1.87064  0.311
H23 -0.17852 0.23388 -2.67117  0.541
H24 -0.03812 -3.70767 -1.92439  0.407
H25 -3.20237 -3.58151 4.10087  0.289
H26 1.93805 -1.00852 -2.39313  0.003
H27 3.84055 0.94402 -0.95737  0.540
H28 2.94626 1.91816 0.22806  0.355
H29 1.55053 2.26696 4.02051  0.577
H30 -3.27599 0.56855 2.41766  0.335
H31 -4.06039 -0.34511 -1.11829  0.592
H32 -1.42863 -1.92606 0.13009  0.094
H33 -1.36959 0.80809 3.88234  0.369
H34 2.28899 1.69190 -1.41930  0.193
H35 1.26028 -0.99994 -6.57203  0.451
H36 3.54005 -1.35075 -1.68734  0.581
H37 3.30797 -0.26787 2.00589  0.276
H38 -0.53007 3.49241 1.00347  0.279
H39 1.63169 -2.09487 3.33582  0.388
H40 1.73652 1.28618 -7.13089  0.439

Forces on the atoms, in the same order (eV/Å):
Tc -0.8 0.6 2.6
Se 0.5 -1.1 -1.6
P -3.7 0.9 -0.2
P 3.4 0.8 -2.3
P 0.3 2.5 1.6
N 0.7 -1.2 -2.0
N 0.8 1.3 -1.3
N -0.8 1.1 -0.8
N -1.1 -1.6 2.0
N 2.0 0.2 2.0
C -0.5 0.8 2.0
C 0.7 0.0 0.0
C 0.0 -1.2 -0.7
C 0.7 0.2 -0.3
C -0.6 1.5 1.5
C -1.4 -2.3 -2.4
C -0.8 0.2 -0.7
C -0.2 -0.9 -0.8
C -0.1 0.5 0.5
C 0.3 2.0 0.3
C -0.2 -0.7 -0.4
C 0.1 0.2 0.3
C -1.0 -0.2 0.6
C -0.1 -0.4 -0.1
C 0.2 -0.3 -0.7
C 1.0 -1.0 0.2
C 0.1 -0.8 -0.5
C 0.0 -0.7 -0.4
H -0.3 -0.4 1.1
H 0.4 0.2 -0.1
H -0.2 0.0 0.2
H 0.1 0.4 0.2
H 0.0 -0.1 0.1
H -0.2 0.2 0.3
H 0.6 -0.5 0.6
H -0.1 -0.3 -0.3
H 0.0 -0.2 0.0
H 0.2 -0.1 0.1
H 0.0 -0.2 -0.6
H -0.4 -0.1 0.0
H 0.3 -0.4 0.1
H -0.3 0.0 0.1
H -0.2 -0.4 -0.3
H -0.9 0.9 0.0
H 0.1 0.6 0.0
H 0.4 0.0 0.0
H -0.3 0.2 0.2
H 0.5 0.3 -0.2
H -0.1 -0.4 1.1
H -0.5 1.2 -0.4
H 0.1 0.2 -0.2
H 0.2 0.1 -0.5
H -0.3 -0.1 0.5
H 0.1 -0.1 0.0
H -0.1 0.2 0.0
H 0.0 0.0 -0.1
H -0.1 -0.4 -0.3
H -0.1 -0.1 0.0
H 0.6 0.1 -0.1
H 1.9 -1.1 -0.7
H 0.1 0.5 0.1
H 0.1 0.0 -0.1
H -0.2 0.0 0.3
H -0.4 -0.1 0.1
H 0.2 -0.2 -0.2
H 0.4 0.0 0.2
H -0.7 0.0 0.4
H 0.1 0.0 0.1



[2]
# C18H40NO12P2

A 5-piece molecular cluster, C18H40NO12P2 overall in a non-equilibrium geometry (the ωB97M-V functional and the def2-TZVPD basis, the Open Molecules 2025 dataset).

Computed properties:
LUMO level, eV: 1.749
Net charge: -1
E_HOMO, eV: -3.06
Gap between HOMO and LUMO, eV: 4.806

Last column: Mulliken charge in e.
Cartesian coordinates (Å):
P1 3.23033 2.15246 2.54540  0.842
P2 2.13565 -1.13357 3.11351  0.451
O1 2.76485 -1.03072 -1.63354  -0.306
O2 0.65748 -1.15599 -1.02841  -0.567
O3 -8.15897 -3.58982 -1.23237  -0.518
O4 -7.67803 -1.97350 0.17372  -0.376
O5 5.99854 6.60506 -1.85530  -0.380
O6 4.03386 3.28674 1.92475  -0.633
O7 -3.28117 -4.92334 -0.02236  -0.401
O8 1.67652 0.01240 4.32347  -0.673
O9 -1.22554 -5.68792 -0.18371  -0.587
O10 4.00482 5.87116 -2.42766  -0.590
O11 3.86640 1.86506 4.06208  -0.546
O12 1.65260 2.70713 2.65564  -0.525
N1 3.50756 -0.62468 2.23513  -0.660
C1 1.05037 -1.49957 -3.32994  -0.920
C2 -4.79764 -3.61684 -1.40940  -0.644
C3 -8.54546 -2.64663 -0.60037  0.868
C4 7.71008 5.97825 -0.24708  -0.842
C5 6.92233 7.10295 -0.88752  -0.415
C6 -1.98615 -4.77404 -0.35303  0.652
C7 -1.54054 -3.49428 -1.00751  -0.667
C8 2.81980 -2.56398 4.15151  -1.065
C9 3.82263 -1.26095 -2.56256  -0.460
C10 -4.22616 -3.84969 -0.02704  -0.384
C11 4.43572 5.88183 -0.10094  -0.815
C12 3.24803 0.60738 1.49612  -0.249
C13 4.77348 6.13780 -1.54299  0.740
C14 -7.98441 -0.74379 0.83801  -0.428
C15 -8.68414 -0.98957 2.15901  -0.999
C16 1.46934 -1.24296 -1.90590  0.836
C17 -9.99935 -2.25644 -0.59082  -1.141
C18 4.01421 -0.07354 -3.48455  -0.971
H1 -8.86328 -0.04734 2.67880  0.364
H2 -10.17888 -1.21518 -0.33238  0.353
H3 3.38434 6.11668 0.05215  0.333
H4 -1.52447 -3.63792 -2.08835  0.201
H5 -5.55324 -2.83235 -1.38270  0.107
H6 3.66676 -2.19533 -3.10646  0.349
H7 4.19687 0.83097 -2.90270  0.296
H8 0.71632 -0.56246 -3.77484  0.252
H9 2.08782 -3.39091 4.21892  0.301
H10 8.44852 6.37619 0.45134  0.332
H11 4.99668 6.49442 0.60167  0.234
H12 1.11455 1.93301 2.85939  0.315
H13 4.60132 4.82666 0.12713  0.263
H14 0.22274 -2.20745 -3.32041  0.137
H15 8.22580 5.39497 -1.01179  0.294
H16 -10.53410 -2.90073 0.10660  0.275
H17 -7.02639 -0.25797 1.02152  0.366
H18 -8.07513 -1.63312 2.79536  0.313
H19 4.86049 -0.23997 -4.15350  0.373
H20 6.41469 7.72996 -0.15223  0.373
H21 3.02337 -2.16036 5.17243  0.279
H22 -3.78747 -2.94709 0.40289  0.393
H23 -2.15832 -2.63313 -0.76561  0.220
H24 -5.02772 -4.15409 0.64630  0.250
H25 3.79938 -2.90651 3.75810  0.294
H26 4.16823 0.94111 4.01497  0.339
H27 -0.53670 -3.25923 -0.66016  0.258
H28 3.12700 0.11305 -4.09151  0.261
H29 -4.02295 -3.32762 -2.12186  0.282
H30 7.06048 5.28954 0.29410  0.201
H31 -5.25421 -4.53120 -1.78985  0.276
H32 0.73371 0.15578 4.30630  0.296
H33 4.10435 0.74768 0.79907  0.156
H34 2.33737 0.56902 0.83893  0.086
H35 4.72077 -1.40000 -1.96120  0.371
H36 -10.39882 -2.40335 -1.59293  0.313
H37 7.60292 7.75721 -1.43404  0.296
H38 -9.64147 -1.49380 2.02020  0.274
H39 -8.54738 -0.07759 0.18163  0.345
H40 1.82900 -1.93796 -3.95062  0.353

Forces on the atoms, in the same order (eV/Å):
P 1.4 2.7 -0.7
P 0.2 -0.6 -2.0
O 0.2 -0.1 0.4
O 0.0 0.0 0.1
O 0.1 0.0 0.0
O 0.5 0.1 -0.1
O 0.3 0.4 -0.6
O -1.3 -1.4 0.7
O -0.3 -0.3 0.4
O 1.1 0.0 0.4
O -0.2 -0.2 0.1
O 0.2 0.2 -0.2
O -1.1 0.0 -2.1
O 1.7 -0.9 0.4
N -1.4 0.2 2.2
C 0.1 -0.5 -0.3
C 0.2 0.0 -0.2
C -0.3 -0.2 0.1
C -0.1 -0.2 0.1
C 0.1 -0.2 0.2
C 0.3 0.2 -0.4
C 0.1 0.3 0.4
C 0.6 0.9 0.4
C 0.1 0.1 -0.2
C -0.1 0.2 -0.2
C -0.1 0.5 0.1
C 0.2 -0.8 0.1
C -0.4 -0.4 0.5
C -0.2 0.1 0.2
C -0.1 -0.1 0.0
C 0.0 0.2 -0.1
C -0.2 0.5 -0.3
C -0.1 0.1 -0.1
H 0.0 0.0 0.0
H 0.0 -0.1 0.2
H 0.0 -0.3 -0.1
H 0.0 0.0 0.0
H 0.0 -0.1 0.0
H -0.1 0.0 0.0
H 0.1 -0.1 0.0
H 0.0 0.0 0.0
H 0.4 0.5 -0.1
H 0.0 0.0 0.0
H 0.1 -0.2 0.0
H -0.2 -0.1 0.1
H -0.1 0.0 0.1
H -0.1 0.2 0.1
H 0.0 0.1 0.0
H 0.0 0.0 0.0
H 0.1 -0.2 -0.1
H 0.1 0.1 0.0
H 0.0 0.0 0.0
H 0.0 -0.1 0.0
H -0.2 -0.3 -0.5
H 0.1 0.0 -0.1
H 0.0 0.0 -0.2
H 0.1 -0.2 0.0
H -0.7 0.1 0.0
H -0.2 -0.4 0.1
H 0.0 -0.1 -0.1
H 0.0 -0.1 0.0
H 0.0 0.1 0.1
H 0.0 0.1 0.1
H -0.1 0.0 0.1
H -0.3 -0.3 -0.2
H -0.4 0.3 0.5
H 0.2 0.3 0.6
H -0.2 0.0 0.2
H 0.0 -0.2 0.1
H -0.1 0.0 -0.2
H 0.0 0.1 0.0
H -0.1 -0.1 0.0
H 0.0 0.2 0.0



What is the formula in the second record? C18H40NO12P2



Which of these has the highest net charge? C18H40N5P3SeTc



What is the net charge in the first record? +4